No. 1
DFT (ωB97M-V with the def2-TZVPD basis set) results for a molecular structure, C16H44AlB3O8S4 at a distorted geometry.

Output
E_LUMO (eV): -5.210
Relative energy (zero: lowest compared OMol25 entry of this formula, charge and spin) (kJ/mol): 688.2
E_HOMO (eV): -9.141

Last column: Löwdin charge in e.
CARTESIAN COORDINATES (ANGSTROEM)
Al  -21.82  20.81  17.69  1.379
B  -20.64  17.92  17.37  -0.319
H  -19.68  18.38  17.19  -0.031
H  -21.12  18.22  18.29  0.010
H  -21.36  18.21  16.62  -0.068
H  -20.55  16.85  17.31  -0.035
B  -20.46  20.25  14.68  -0.256
H  -20.51  19.40  15.34  -0.008
H  -19.55  20.13  14.12  0.031
H  -21.21  20.32  13.91  -0.035
H  -20.38  21.20  15.19  -0.070
B  -20.33  23.11  19.12  -0.381
H  -20.22  22.81  18.09  -0.067
H  -19.74  24.01  19.27  -0.018
H  -21.36  23.38  19.28  -0.055
H  -20.02  22.30  19.75  -0.083
C  -18.29  24.46  15.34  -0.228
C  -18.62  24.70  13.90  -0.242
C  -19.99  24.09  13.76  -0.199
S  -20.92  24.37  15.36  0.746
O  -21.32  23.17  16.15  -0.436
O  -21.81  25.50  15.32  -0.326
C  -19.43  24.98  16.29  -0.174
H  -17.34  24.93  15.60  0.118
H  -18.22  23.38  15.42  0.123
H  -17.93  24.14  13.28  0.124
H  -18.66  25.72  13.52  0.121
H  -19.80  23.02  13.67  0.095
H  -20.61  24.45  12.94  0.104
H  -19.19  24.67  17.30  0.071
H  -19.40  26.07  16.23  0.100
C  -17.83  19.81  22.36  -0.201
C  -18.66  20.62  23.43  -0.217
C  -19.89  21.11  22.69  -0.169
S  -20.40  19.54  21.67  0.733
O  -20.84  20.00  20.33  -0.434
O  -21.29  18.72  22.46  -0.333
C  -18.74  18.79  21.68  -0.208
H  -17.02  19.29  22.88  0.109
H  -17.35  20.50  21.67  0.115
H  -18.17  21.49  23.87  0.113
H  -18.88  19.95  24.27  0.111
H  -19.52  21.78  21.92  0.083
H  -20.82  21.38  23.17  0.104
H  -18.52  18.35  20.70  0.113
H  -18.94  18.01  22.41  0.097
C  -23.89  23.83  12.80  -0.192
C  -25.43  23.60  12.87  -0.223
C  -25.68  22.69  14.07  -0.179
S  -24.21  21.50  14.04  0.746
O  -24.75  20.29  13.39  -0.350
O  -23.42  21.50  15.27  -0.398
C  -23.35  22.39  12.73  -0.216
H  -23.56  24.38  13.68  0.084
H  -23.63  24.41  11.91  0.114
H  -25.86  23.15  11.98  0.112
H  -25.89  24.59  12.88  0.115
H  -26.59  22.11  13.86  0.100
H  -25.64  23.28  14.98  0.068
H  -23.75  21.90  11.84  0.105
H  -22.30  22.17  12.89  0.083
C  -23.83  25.67  19.78  -0.187
C  -25.38  25.90  19.48  -0.184
C  -25.80  24.86  18.39  -0.169
S  -24.21  24.38  17.48  0.693
O  -24.36  24.76  16.12  -0.329
O  -23.87  22.99  17.83  -0.383
C  -23.18  25.53  18.41  -0.228
H  -23.71  24.79  20.42  0.113
H  -23.40  26.51  20.33  0.111
H  -25.46  26.94  19.17  0.106
H  -26.01  25.79  20.36  0.103
H  -26.37  25.40  17.64  0.087
H  -26.29  23.91  18.61  0.096
H  -23.31  26.43  17.81  0.109
H  -22.14  25.25  18.30  0.089

***

No. 2
DFT (ωB97M-V with the def2-TZVPD basis set) results for 4 unconnected molecules or ions with the total composition C16H44N4O4 at a distorted geometry.

Output
SMILES: COC[C@H](C)N.COC[C@H](C)N.COC[C@H](C)N.COC[C@H](C)N
E_LUMO (eV): 0.745
Relative energy (zero: lowest compared OMol25 entry of this formula, charge and spin) (kJ/mol): 43.3
E_HOMO (eV): -9.272

Last column: Löwdin charge in e.
CARTESIAN COORDINATES (ANGSTROEM)
C  -1.09  -0.71  -0.76  -0.099
O  0.00  -0.05  -0.17  -0.199
C  -0.16  0.13  1.23  -0.221
C  0.80  1.22  1.68  -0.440
C  0.68  1.43  3.18  -0.059
N  0.61  2.47  0.94  0.054
H  -0.87  -0.99  -1.78  0.072
H  -1.99  -0.07  -0.79  0.078
H  -1.35  -1.61  -0.19  0.094
H  -1.20  0.41  1.45  0.127
H  0.04  -0.81  1.75  0.128
H  1.80  0.83  1.45  0.135
H  1.06  0.53  3.67  0.059
H  -0.34  1.48  3.57  0.079
H  1.19  2.35  3.45  0.084
H  -0.28  2.88  1.24  0.051
H  0.50  2.22  -0.03  0.060
C  2.59  -3.18  3.56  -0.111
O  3.73  -2.37  3.67  -0.182
C  4.07  -1.91  4.95  -0.225
C  3.73  -0.42  5.11  -0.438
C  4.41  0.51  4.13  -0.053
N  4.01  0.08  6.48  0.030
H  1.68  -2.65  3.87  0.084
H  2.66  -4.10  4.15  0.087
H  2.49  -3.45  2.51  0.087
H  3.57  -2.47  5.76  0.121
H  5.15  -2.06  5.11  0.128
H  2.65  -0.39  4.96  0.113
H  5.43  0.18  3.92  0.082
H  4.49  1.54  4.49  0.077
H  3.83  0.52  3.21  0.064
H  5.02  0.18  6.57  0.068
H  3.83  -0.67  7.16  0.061
C  1.61  -1.52  -3.40  -0.108
O  0.37  -2.12  -3.67  -0.204
C  0.17  -2.45  -5.03  -0.210
C  -1.29  -2.77  -5.24  -0.451
C  -1.66  -4.17  -4.82  -0.072
N  -1.67  -2.56  -6.65  0.033
H  1.80  -0.78  -4.19  0.088
H  2.43  -2.23  -3.30  0.091
H  1.57  -0.97  -2.46  0.077
H  0.51  -1.61  -5.66  0.120
H  0.79  -3.31  -5.32  0.133
H  -1.88  -2.08  -4.61  0.136
H  -1.07  -4.92  -5.36  0.084
H  -2.68  -4.43  -5.12  0.075
H  -1.54  -4.36  -3.76  0.081
H  -1.67  -1.58  -6.88  0.069
H  -2.58  -2.96  -6.81  0.062
C  -3.78  3.44  1.57  -0.106
O  -3.98  2.91  0.28  -0.195
C  -2.91  3.13  -0.61  -0.222
C  -3.33  2.67  -2.01  -0.458
C  -2.24  2.98  -3.01  -0.063
N  -4.64  3.16  -2.43  0.044
H  -3.95  4.52  1.56  0.091
H  -2.77  3.25  1.96  0.076
H  -4.49  2.95  2.23  0.089
H  -2.62  4.19  -0.67  0.134
H  -2.03  2.56  -0.27  0.102
H  -3.45  1.58  -1.93  0.128
H  -1.32  2.48  -2.73  0.075
H  -2.03  4.05  -3.02  0.080
H  -2.53  2.72  -4.03  0.078
H  -5.27  3.02  -1.63  0.066
H  -4.61  4.18  -2.49  0.075

***

No. 3
DFT (ωB97M-V with the def2-TZVPD basis set) results for 4 unconnected molecules or ions with the total composition C16H44N4O4 at a distorted geometry.

Output
SMILES: COC[C@H](C)N.COC[C@H](C)N.COC[C@H](C)N.COC[C@H](C)N
E_LUMO (eV): 0.860
Relative energy (zero: lowest compared OMol25 entry of this formula, charge and spin) (kJ/mol): 154.0
E_HOMO (eV): -9.045

Last column: Löwdin charge in e.
CARTESIAN COORDINATES (ANGSTROEM)
C  -14.31  -3.20  7.71  -0.103
O  -15.09  -4.13  8.42  -0.186
C  -16.39  -3.65  8.71  -0.219
C  -17.36  -4.02  7.57  -0.440
C  -18.74  -3.40  7.79  -0.064
N  -17.46  -5.49  7.48  0.031
H  -13.36  -3.63  7.43  0.048
H  -14.30  -2.18  8.12  0.092
H  -14.73  -3.08  6.70  0.091
H  -16.76  -4.09  9.64  0.126
H  -16.41  -2.57  8.87  0.120
H  -16.95  -3.70  6.61  0.130
H  -19.45  -3.78  7.06  0.076
H  -18.63  -2.32  7.79  0.076
H  -19.07  -3.73  8.78  0.077
H  -16.53  -5.89  7.36  0.063
H  -17.77  -5.84  8.38  0.069
C  -7.07  -10.43  8.00  -0.103
O  -8.33  -9.97  7.56  -0.205
C  -9.41  -10.26  8.44  -0.211
C  -10.74  -10.02  7.73  -0.434
C  -11.95  -10.14  8.64  -0.065
N  -10.82  -11.01  6.63  0.033
H  -6.58  -10.95  7.17  0.084
H  -7.03  -11.07  8.87  0.085
H  -6.48  -9.51  8.14  0.089
H  -9.34  -11.26  8.89  0.125
H  -9.24  -9.63  9.33  0.126
H  -10.81  -9.08  7.18  0.097
H  -12.16  -11.20  8.79  0.077
H  -12.84  -9.83  8.09  0.077
H  -11.86  -9.60  9.58  0.080
H  -9.88  -11.06  6.24  0.063
H  -10.86  -11.95  7.04  0.070
C  -8.57  -7.69  4.06  -0.157
O  -9.11  -6.77  4.93  -0.164
C  -10.49  -6.93  5.16  -0.206
C  -11.01  -6.06  6.28  -0.427
C  -12.37  -6.46  6.79  -0.068
N  -11.25  -4.66  5.87  0.049
H  -8.94  -7.82  3.04  0.083
H  -8.44  -8.69  4.52  0.086
H  -7.50  -7.49  3.92  0.090
H  -11.04  -6.84  4.21  0.138
H  -10.62  -7.99  5.46  0.110
H  -10.36  -6.27  7.15  0.142
H  -12.22  -7.35  7.42  0.062
H  -13.03  -6.70  5.95  0.093
H  -12.83  -5.78  7.50  0.063
H  -10.39  -4.21  5.54  0.074
H  -11.53  -4.13  6.68  0.042
C  -8.21  -6.26  -0.64  -0.122
O  -7.25  -5.76  0.25  -0.185
C  -7.82  -5.03  1.35  -0.194
C  -8.84  -3.94  1.01  -0.441
C  -8.29  -2.92  0.02  -0.061
N  -9.10  -3.26  2.32  0.031
H  -7.71  -6.68  -1.52  0.090
H  -8.87  -5.48  -1.05  0.071
H  -8.86  -6.99  -0.15  0.092
H  -8.32  -5.81  1.95  0.103
H  -6.98  -4.64  1.91  0.131
H  -9.77  -4.38  0.64  0.130
H  -7.31  -2.66  0.43  0.086
H  -8.98  -2.07  0.01  0.074
H  -8.20  -3.23  -1.02  0.073
H  -8.22  -2.80  2.55  0.067
H  -9.72  -2.48  2.11  0.066

***

No. 4
DFT (ωB97M-V with the def2-TZVPD basis set) results for a molecular structure, C16H44N4O8PSn4 at a distorted geometry.

Output
Spin multiplicity: 2
<S²>: 0.77
Charge: +4
E_LUMO (spin up / spin down) (eV): -14.855 / -14.344
E_HOMO (spin up / spin down) (eV): -17.518 / -17.521

Last column: Löwdin charge in e.
CARTESIAN COORDINATES (ANGSTROEM)
Sn  -2.64  -4.23  -0.82  1.378
Sn  0.83  -4.33  -3.82  1.362
Sn  -2.18  0.00  -3.84  1.686
Sn  1.60  -3.98  0.72  1.493
P  -0.09  -1.72  -1.56  -0.125
O  -0.59  -2.15  -0.07  -0.592
O  -1.02  -2.49  -2.53  -0.732
O  1.34  -2.27  -1.64  -0.581
O  -0.06  -0.26  -1.86  -0.388
C  4.33  0.22  -2.33  -0.023
C  4.51  -1.16  -2.90  -0.379
C  4.94  -2.18  -1.80  -0.228
O  6.27  -2.01  -1.42  -0.148
C  6.68  -2.32  -0.07  -0.045
N  3.22  -1.63  -3.33  0.045
H  5.29  0.57  -1.95  0.108
H  3.79  0.05  -1.40  0.039
H  3.75  1.01  -2.80  0.093
H  5.26  -1.24  -3.69  0.159
H  4.71  -3.19  -2.13  0.116
H  4.28  -2.07  -0.94  0.079
H  7.38  -3.15  0.01  0.095
H  5.85  -2.53  0.60  0.074
H  7.27  -1.44  0.19  0.102
H  2.73  -1.88  -2.48  -0.036
H  2.75  -0.77  -3.58  0.072
C  -3.37  -0.43  0.76  -0.063
C  -2.93  -0.92  2.08  -0.407
C  -3.96  -1.14  3.16  -0.192
O  -3.38  -1.64  4.35  -0.184
C  -4.23  -2.37  5.20  -0.080
N  -2.40  -2.27  1.74  0.043
H  -2.77  -0.61  -0.13  0.056
H  -3.35  0.65  0.94  0.079
H  -4.40  -0.77  0.65  0.104
H  -2.18  -0.28  2.56  0.118
H  -4.70  -1.90  2.90  0.114
H  -4.72  -0.40  3.41  0.146
H  -5.11  -2.76  4.69  0.090
H  -4.52  -1.94  6.16  0.104
H  -3.61  -3.24  5.39  0.093
H  -1.71  -2.01  1.05  -0.075
H  -1.87  -2.31  2.61  0.082
C  -1.25  4.44  -2.41  -0.037
C  -0.97  3.20  -1.63  -0.436
C  -2.19  2.57  -1.00  -0.187
O  -3.11  2.11  -1.97  -0.324
C  -4.50  2.41  -1.75  -0.045
N  -0.19  2.37  -2.55  0.080
H  -0.32  4.86  -2.79  0.100
H  -1.68  5.22  -1.78  0.104
H  -1.96  4.19  -3.21  0.090
H  -0.30  3.49  -0.82  0.140
H  -2.63  3.27  -0.28  0.156
H  -1.85  1.68  -0.47  0.094
H  -4.67  1.94  -0.78  0.084
H  -5.24  2.00  -2.44  0.101
H  -4.80  3.45  -1.62  0.115
H  0.71  2.83  -2.60  0.105
H  0.03  1.44  -2.21  -0.030
C  1.84  1.81  0.75  -0.006
C  1.75  0.46  1.58  -0.298
C  0.28  0.25  2.11  -0.185
O  0.04  1.15  3.20  -0.160
C  -0.89  2.24  3.03  -0.047
N  2.14  -0.65  0.66  0.078
H  1.07  1.82  -0.02  0.050
H  2.87  1.93  0.42  0.089
H  1.56  2.56  1.49  0.086
H  2.55  0.50  2.33  0.152
H  0.23  -0.78  2.46  0.106
H  -0.39  0.33  1.25  0.099
H  -0.97  2.77  3.98  0.112
H  -1.88  1.85  2.78  0.069
H  -0.61  2.91  2.22  0.075
H  1.44  -0.84  -0.05  -0.025
H  2.89  -0.31  0.08  0.041

***

Let's list energy in order: -3147.0093; -1155.9040; -1155.8618; -2653.7244 a.u..
Let's list molecular weight in order: 552.206; 356.552; 356.552; 926.366 g/mol.